No. 1
A cluster of 9 separate species, C47H107N4O9PS2Si in total. Source: the OMol25 dataset; level of theory: ωB97M-V/def2-TZVPD.

Summary:
HOMO level: -7.86 eV
Net charge: 0
Electronic energy: -113686.2988 eV
Multiplicity: 1
SMILES string: [H]/N=C(\C)C[C@@](C#N)(CCCCN(CCCC)C(=S)SCCC)[C@@](C#N)(P(C)O)[Si](C)(C)C.CC(C)O.CC(C)O.CC(C)O.CC(C)O.CC(C)O.CC(C)O.CC(C)O.CC(C)O

CARTESIAN COORDINATES (ANGSTROEM)
C -3.942 -0.947 2.064
C -3.786 0.569 2.672
C -2.457 0.665 3.681
C -1.080 0.618 2.730
N -0.383 1.924 2.955
C -0.442 2.892 1.824
C 0.440 2.557 0.497
C -0.442 1.910 -0.769
C 0.483 1.453 -2.037
C 0.905 -0.169 -2.054
C 0.887 -0.626 -0.481
N 0.932 -1.035 0.763
C 2.507 -0.087 -2.474
C 3.324 -1.481 -2.526
C 3.402 -2.672 -1.403
N 4.121 -1.686 -3.662
C -0.048 -1.001 -3.068
C -1.627 -0.489 -2.827
N -2.779 0.078 -2.567
P 0.345 -0.356 -4.868
C -1.096 -0.820 -6.071
O 1.750 -1.136 -5.530
Si -0.132 -2.893 -2.960
C -0.165 -3.694 -1.213
C -1.871 -3.402 -3.736
C 1.145 -3.889 -4.000
C 0.908 1.848 3.697
S 2.363 2.671 3.391
S 0.936 0.716 5.239
C 2.247 -0.615 4.854
C 1.648 -2.141 4.866
C 2.861 -3.199 5.318
H -4.970 -1.456 2.375
H -3.936 -0.948 0.881
H -3.095 -1.625 2.525
H -3.572 1.284 1.740
H -4.774 0.963 3.206
H -2.524 1.761 4.150
H -2.460 -0.144 4.525
H -0.429 -0.350 2.935
H -1.507 0.462 1.626
H -1.581 3.005 1.494
H -0.134 3.962 2.254
H 1.369 1.867 0.676
H 0.840 3.598 0.071
H -1.249 1.139 -0.422
H -1.071 2.849 -1.162
H -0.066 1.796 -3.010
H 1.463 2.134 -1.975
H 3.005 0.575 -1.614
H 2.700 0.527 -3.468
H 2.774 -3.596 -1.755
H 3.143 -2.305 -0.315
H 4.538 -3.031 -1.360
H 4.591 -2.626 -3.561
H -0.897 -0.166 -7.050
H -2.135 -0.489 -5.646
H -1.033 -1.936 -6.418
H 1.414 -1.970 -6.016
H -0.960 -3.089 -0.571
H -0.512 -4.817 -1.197
H 0.872 -3.559 -0.639
H -2.776 -3.008 -3.110
H -1.929 -3.198 -4.885
H -1.890 -4.591 -3.619
H 2.156 -3.351 -4.220
H 1.407 -4.884 -3.407
H 0.635 -4.251 -5.010
H 3.170 -0.520 5.596
H 2.696 -0.415 3.771
H 0.713 -2.306 5.549
H 1.329 -2.442 3.768
H 2.532 -3.913 6.197
H 3.810 -2.604 5.713
H 3.242 -3.863 4.430
C -6.184 -4.042 5.544
C -6.640 -2.944 4.596
C -8.148 -2.965 4.408
O -6.004 -3.119 3.332
H -6.443 -5.031 5.152
H -5.096 -4.023 5.660
H -6.644 -3.926 6.531
H -6.331 -1.969 4.986
H -8.477 -3.916 3.975
H -8.460 -2.178 3.713
H -8.667 -2.817 5.360
H -6.273 -3.983 2.978
C 4.850 6.719 3.662
C 3.521 7.447 3.540
C 2.480 6.860 4.479
O 3.053 7.355 2.198
H 4.743 5.661 3.397
H 5.587 7.144 2.972
H 5.245 6.785 4.681
H 3.662 8.510 3.766
H 2.288 5.807 4.243
H 1.525 7.386 4.372
H 2.803 6.931 5.522
H 2.925 6.414 1.989
C 3.585 0.716 9.084
C 3.296 -0.776 9.034
C 2.954 -1.320 10.412
O 4.438 -1.461 8.526
H 4.442 0.928 9.732
H 3.842 1.092 8.088
H 2.719 1.273 9.456
H 2.466 -0.968 8.346
H 3.789 -1.181 11.107
H 2.761 -2.397 10.363
H 2.070 -0.824 10.824
H 5.181 -1.296 9.131
C 2.434 1.783 -8.813
C 0.961 1.442 -8.965
C 0.367 2.088 -10.206
O 0.251 1.891 -7.813
H 2.578 2.864 -8.708
H 2.845 1.321 -7.909
H 3.011 1.436 -9.676
H 0.838 0.355 -9.021
H 0.437 3.181 -10.151
H -0.697 1.844 -10.296
H 0.881 1.751 -11.111
H 0.354 2.855 -7.754
C -5.069 -3.359 -6.682
C -4.273 -4.419 -7.427
C -5.114 -5.657 -7.696
O -3.131 -4.782 -6.655
H -5.404 -3.734 -5.708
H -4.447 -2.480 -6.484
H -5.945 -3.047 -7.257
H -3.909 -4.007 -8.375
H -5.451 -6.113 -6.759
H -4.524 -6.415 -8.222
H -5.992 -5.413 -8.302
H -3.444 -5.149 -5.811
C 1.840 4.907 -4.294
C 2.854 4.163 -5.147
C 4.234 4.179 -4.509
O 2.921 4.768 -6.436
H 2.123 5.959 -4.176
H 0.854 4.898 -4.771
H 1.752 4.456 -3.300
H 2.526 3.127 -5.288
H 4.602 5.205 -4.400
H 4.956 3.650 -5.140
H 4.218 3.706 -3.522
H 3.212 5.688 -6.320
C -1.455 -8.796 -5.218
C -1.690 -7.904 -4.010
C -3.135 -7.975 -3.542
O -1.369 -6.557 -4.348
H -2.079 -8.485 -6.063
H -0.414 -8.726 -5.552
H -1.678 -9.842 -4.986
H -1.024 -8.205 -3.195
H -3.819 -7.635 -4.327
H -3.293 -7.318 -2.680
H -3.409 -8.996 -3.259
H -1.957 -6.281 -5.072
C 1.370 9.388 8.312
C 1.081 7.896 8.262
C 0.739 7.352 9.640
O 2.223 7.212 7.754
H 2.227 9.600 8.961
H 1.626 9.764 7.316
H 0.504 9.945 8.684
H 0.251 7.705 7.574
H 1.574 7.492 10.336
H 0.546 6.275 9.591
H -0.146 7.848 10.052
H 2.966 7.376 8.359

Results of the Löwdin charge analysis, in e, for atoms 1 through 99: number 1, C, carries -0.143; number 2, C, carries -0.260; number 3, C, carries -0.182; number 4, C, carries -0.217; number 5, N, carries -0.207; number 6, C, carries -0.212; number 7, C, carries -0.193; number 8, C, carries -0.216; number 9, C, carries -0.173; number 10, C, carries -0.364; number 11, C, carries -0.073; number 12, N, carries 0.153; number 13, C, carries -0.120; number 14, C, carries -0.297; number 15, C, carries -0.078; number 16, N, carries 0.070; number 17, C, carries -0.504; number 18, C, carries -0.181; number 19, N, carries 0.116; number 20, P, carries 0.956; number 21, C, carries -0.270; number 22, O, carries -0.369; number 23, Si, carries 0.474; number 24, C, carries -0.221; number 25, C, carries -0.203; number 26, C, carries -0.216; number 27, C, carries -0.936; number 28, S, carries 0.561; number 29, S, carries 0.734; number 30, C, carries -0.482; number 31, C, carries -0.289; number 32, C, carries -0.140; number 33, H, carries 0.058; number 34, H, carries 0.076; number 35, H, carries 0.083; number 36, H, carries 0.098; number 37, H, carries 0.107; number 38, H, carries 0.117; number 39, H, carries 0.104; number 40, H, carries 0.099; number 41, H, carries 0.109; number 42, H, carries 0.140; number 43, H, carries 0.129; number 44, H, carries 0.083; number 45, H, carries 0.122; number 46, H, carries 0.085; number 47, H, carries 0.125; number 48, H, carries 0.101; number 49, H, carries 0.119; number 50, H, carries 0.144; number 51, H, carries 0.124; number 52, H, carries 0.061; number 53, H, carries 0.074; number 54, H, carries 0.096; number 55, H, carries 0.042; number 56, H, carries 0.050; number 57, H, carries 0.062; number 58, H, carries 0.046; number 59, H, carries 0.068; number 60, H, carries 0.054; number 61, H, carries 0.059; number 62, H, carries 0.030; number 63, H, carries 0.053; number 64, H, carries 0.021; number 65, H, carries 0.040; number 66, H, carries 0.017; number 67, H, carries 0.065; number 68, H, carries 0.062; number 69, H, carries 0.081; number 70, H, carries 0.091; number 71, H, carries 0.099; number 72, H, carries 0.099; number 73, H, carries 0.076; number 74, H, carries 0.071; number 75, H, carries 0.069; number 76, C, carries -0.066; number 77, C, carries -0.499; number 78, C, carries -0.067; number 79, O, carries -0.084; number 80, H, carries 0.081; number 81, H, carries 0.081; number 82, H, carries 0.080; number 83, H, carries 0.141; number 84, H, carries 0.081; number 85, H, carries 0.081; number 86, H, carries 0.080; number 87, H, carries 0.099; number 88, C, carries -0.064; number 89, C, carries -0.499; number 90, C, carries -0.060; number 91, O, carries -0.066; number 92, H, carries 0.076; number 93, H, carries 0.078; number 94, H, carries 0.079; number 95, H, carries 0.137; number 96, H, carries 0.057; number 97, H, carries 0.083; number 98, H, carries 0.058; number 99, H, carries 0.086


No. 2
A cluster of 7 separate species, C47H108N6O11 in total. Source: the OMol25 dataset; level of theory: ωB97M-V/def2-TZVPD.

Summary:
HOMO level: -7.85 eV
Net charge: 0
Electronic energy: -81942.2621 eV
Multiplicity: 1
SMILES string: CC1(C)CCCC(C)(C)N1O.CC1(C)CCCC(C)(C)N1O.CC1(C)CCCC(C)(C)N1O.COCCNCCOC.COCCNCCOC.COCCNCCOC.OCCO

CARTESIAN COORDINATES (ANGSTROEM)
C -28.565 8.818 7.175
O -28.643 9.295 8.510
C -27.401 9.361 9.181
C -26.334 10.289 8.588
N -25.274 9.615 7.857
C -24.373 10.608 7.335
C -23.110 10.039 6.625
O -23.535 9.341 5.470
C -24.013 10.078 4.393
H -27.798 9.251 6.528
H -29.509 9.185 6.764
H -28.604 7.743 6.982
H -27.009 8.338 9.261
H -27.622 9.649 10.210
H -25.898 10.808 9.446
H -26.837 11.106 8.048
H -25.674 9.083 7.093
H -23.926 11.196 8.144
H -24.879 11.314 6.667
H -22.629 9.356 7.321
H -22.411 10.850 6.394
H -23.901 9.555 3.444
H -23.310 10.917 4.249
H -25.000 10.538 4.518
C -29.764 7.757 3.206
O -31.013 7.077 3.390
C -31.247 6.234 2.288
C -32.293 5.212 2.730
N -32.735 4.348 1.666
C -33.470 3.175 2.071
C -33.780 2.216 0.915
O -32.630 1.811 0.225
C -31.561 1.209 0.953
H -28.925 7.082 3.040
H -29.478 8.465 3.982
H -29.961 8.387 2.332
H -30.382 5.631 1.982
H -31.610 6.840 1.452
H -33.128 5.807 3.122
H -31.992 4.687 3.649
H -32.039 4.128 0.967
H -34.410 3.512 2.512
H -32.842 2.551 2.723
H -34.444 2.691 0.186
H -34.395 1.371 1.256
H -31.237 1.794 1.817
H -30.734 1.107 0.261
H -31.947 0.271 1.361
C -24.950 8.820 16.349
O -24.440 9.037 15.038
C -23.826 7.949 14.378
C -23.112 8.535 13.187
N -21.963 9.342 13.612
C -21.742 10.480 12.714
C -21.508 10.076 11.282
O -21.086 11.241 10.521
C -20.725 10.929 9.194
H -24.192 8.750 17.136
H -25.518 7.888 16.383
H -25.528 9.728 16.494
H -24.549 7.147 14.171
H -23.181 7.423 15.101
H -23.920 9.083 12.689
H -22.712 7.709 12.596
H -22.211 9.778 14.494
H -20.959 11.187 12.995
H -22.635 11.123 12.776
H -22.366 9.588 10.823
H -20.573 9.510 11.239
H -21.159 9.994 8.829
H -19.642 10.751 9.235
H -20.984 11.760 8.540
C -30.914 6.993 12.316
C -31.826 7.652 11.290
C -33.206 6.997 11.512
C -34.382 7.807 10.954
C -34.411 9.243 11.417
C -33.064 9.983 11.429
N -31.902 9.087 11.604
O -30.706 9.769 11.295
C -32.929 10.592 9.990
C -33.069 11.058 12.501
C -31.330 7.349 9.867
H -30.044 7.638 12.480
H -30.477 6.079 11.906
H -31.333 6.787 13.298
H -33.266 6.142 10.832
H -33.333 6.712 12.553
H -35.303 7.259 11.162
H -34.317 7.794 9.861
H -34.891 9.391 12.389
H -35.121 9.716 10.733
H -33.902 10.936 9.629
H -32.139 11.298 9.733
H -32.750 9.829 9.216
H -32.175 11.679 12.514
H -33.852 11.766 12.206
H -33.325 10.602 13.455
H -32.116 7.342 9.104
H -30.807 6.395 9.806
H -30.629 8.068 9.432
H -30.597 9.615 10.340
C -24.650 5.065 5.150
C -25.740 4.977 6.225
C -27.132 5.034 5.581
C -27.582 3.685 4.978
C -27.538 2.599 6.024
C -26.128 2.483 6.592
N -25.616 3.766 7.084
O -24.371 3.658 7.730
C -26.284 1.499 7.801
C -25.210 1.770 5.578
C -25.662 6.183 7.181
H -23.686 4.875 5.616
H -24.731 6.022 4.629
H -24.856 4.413 4.298
H -27.893 5.378 6.284
H -27.217 5.712 4.727
H -27.002 3.431 4.088
H -28.583 3.904 4.593
H -27.844 1.712 5.460
H -28.323 2.766 6.764
H -26.701 2.016 8.669
H -26.914 0.676 7.472
H -25.346 1.134 8.225
H -24.180 1.794 5.965
H -25.353 0.696 5.464
H -25.086 2.310 4.640
H -24.724 6.242 7.738
H -26.454 6.125 7.925
H -25.665 7.103 6.594
H -23.760 3.596 6.974
C -25.056 15.501 9.328
C -25.695 15.862 8.013
C -25.084 17.199 7.544
C -25.369 17.651 6.134
C -24.808 16.510 5.257
C -25.301 15.094 5.558
N -25.366 14.867 7.000
O -25.724 13.538 7.321
C -26.725 14.920 4.945
C -24.358 14.148 4.827
C -27.220 16.061 8.163
H -25.166 14.428 9.495
H -25.365 16.141 10.156
H -23.966 15.600 9.361
H -25.407 17.941 8.285
H -24.010 17.152 7.758
H -24.813 18.568 5.961
H -26.456 17.707 6.059
H -23.720 16.532 5.353
H -25.035 16.763 4.218
H -27.241 14.041 5.338
H -27.355 15.740 5.293
H -26.706 14.880 3.858
H -24.506 13.081 4.995
H -24.302 14.348 3.758
H -23.352 14.327 5.228
H -27.441 15.145 8.730
H -27.841 16.123 7.276
H -27.495 16.902 8.799
H -26.695 13.572 7.346
C -19.882 12.179 3.178
C -20.022 13.206 4.291
O -19.997 12.530 5.547
O -20.945 11.266 3.270
H -18.920 11.718 3.464
H -19.715 12.641 2.208
H -21.020 13.660 4.243
H -19.237 13.966 4.278
H -19.679 13.061 6.276
H -21.101 11.153 4.217

Results of the Löwdin charge analysis, in e, for atoms 1 through 99: number 1, C, carries -0.106; number 2, O, carries -0.200; number 3, C, carries -0.196; number 4, C, carries -0.211; number 5, N, carries -0.031; number 6, C, carries -0.220; number 7, C, carries -0.183; number 8, O, carries -0.193; number 9, C, carries -0.123; number 10, H, carries 0.081; number 11, H, carries 0.087; number 12, H, carries 0.077; number 13, H, carries 0.119; number 14, H, carries 0.121; number 15, H, carries 0.119; number 16, H, carries 0.115; number 17, H, carries 0.072; number 18, H, carries 0.122; number 19, H, carries 0.090; number 20, H, carries 0.107; number 21, H, carries 0.108; number 22, H, carries 0.094; number 23, H, carries 0.068; number 24, H, carries 0.083; number 25, C, carries -0.093; number 26, O, carries -0.186; number 27, C, carries -0.244; number 28, C, carries -0.225; number 29, N, carries -0.067; number 30, C, carries -0.225; number 31, C, carries -0.230; number 32, O, carries -0.197; number 33, C, carries -0.091; number 34, H, carries 0.078; number 35, H, carries 0.075; number 36, H, carries 0.088; number 37, H, carries 0.121; number 38, H, carries 0.130; number 39, H, carries 0.121; number 40, H, carries 0.118; number 41, H, carries 0.110; number 42, H, carries 0.126; number 43, H, carries 0.099; number 44, H, carries 0.123; number 45, H, carries 0.120; number 46, H, carries 0.070; number 47, H, carries 0.090; number 48, H, carries 0.092; number 49, C, carries -0.094; number 50, O, carries -0.214; number 51, C, carries -0.244; number 52, C, carries -0.219; number 53, N, carries -0.051; number 54, C, carries -0.219; number 55, C, carries -0.204; number 56, O, carries -0.209; number 57, C, carries -0.120; number 58, H, carries 0.084; number 59, H, carries 0.086; number 60, H, carries 0.089; number 61, H, carries 0.124; number 62, H, carries 0.124; number 63, H, carries 0.124; number 64, H, carries 0.123; number 65, H, carries 0.100; number 66, H, carries 0.122; number 67, H, carries 0.121; number 68, H, carries 0.117; number 69, H, carries 0.129; number 70, H, carries 0.069; number 71, H, carries 0.092; number 72, H, carries 0.080; number 73, C, carries -0.040; number 74, C, carries -0.498; number 75, C, carries -0.126; number 76, C, carries -0.182; number 77, C, carries -0.147; number 78, C, carries -0.485; number 79, N, carries -0.106; number 80, O, carries -0.025; number 81, C, carries -0.035; number 82, C, carries -0.030; number 83, C, carries -0.022; number 84, H, carries 0.083; number 85, H, carries 0.079; number 86, H, carries 0.078; number 87, H, carries 0.118; number 88, H, carries 0.112; number 89, H, carries 0.113; number 90, H, carries 0.106; number 91, H, carries 0.114; number 92, H, carries 0.110; number 93, H, carries 0.075; number 94, H, carries 0.078; number 95, H, carries 0.078; number 96, H, carries 0.082; number 97, H, carries 0.087; number 98, H, carries 0.084; number 99, H, carries 0.081